Entry 1:
DFT (ωB97M-V with the def2-TZVPD basis set) results for a cluster of 2 separate species, C3HCl3O in total in a non-equilibrium geometry.

Structure (XYZ):
```
8
Properties=species:S:1:pos:R:3:forces:R:3
C 0.09883 0.79468 -0.17940 0.555 0.464 0.092
C -1.13871 1.15384 0.02652 -2.585 -2.676 -0.751
C -2.68699 -0.60551 -0.19411 3.767 1.009 0.888
O -2.30599 -1.71442 -0.16130 -0.557 0.942 -0.219
Cl 1.40329 1.93439 -0.43614 -0.284 -0.203 0.128
Cl -1.95669 2.60329 -0.02462 0.095 0.396 0.090
Cl -4.19852 0.08612 -0.27540 -0.980 0.310 -0.150
H 0.41293 -0.23143 -0.16363 -0.011 -0.242 -0.078
```
Positions in Å, forces in eV/Å.

As for the multiplicity: 1. The HOMO-LUMO gap (alpha / beta) is 8.6 / 8.6 eV. The energy relative to the best compared isomer or geometry (same formula, charge and spin) comes out at 67.00 kcal per mole. The calculation puts the LUMO energy (alpha / beta) at -0.750 / -0.750 eV. As for the HOMO energy (alpha / beta): -9.4 / -9.4 eV. The value obtained for the molar mass is 159.40 g/mol.

***

Entry 2:
DFT (ωB97M-V with the def2-TZVPD basis set) results for an isolated molecule of C5H8N2.

Structure (XYZ):
```
15
Properties=species:S:1:pos:R:3:forces:R:3
C -0.47718 -2.01128 0.13127 0.000 -0.104 -0.036
C 0.36244 -0.82528 0.62135 0.073 -0.124 0.037
C 1.33328 -0.27427 -0.39722 -0.119 0.127 -0.014
C 0.92641 0.95594 -0.72649 0.028 -0.148 0.041
C -0.29368 1.20040 0.07291 -0.058 -0.080 0.111
N -1.11195 2.28625 -0.11891 0.021 0.117 0.126
N -0.57620 0.25330 0.89612 0.085 0.258 -0.278
H -1.05780 -1.70015 -0.74387 0.129 -0.077 0.087
H 0.11815 -2.89218 -0.12703 0.015 0.138 0.055
H -1.18547 -2.27613 0.92149 0.117 -0.026 -0.134
H 0.90019 -1.11626 1.53520 -0.095 0.082 -0.073
H 2.21087 -0.79235 -0.77236 -0.201 0.032 0.039
H 1.37953 1.65458 -1.42261 -0.094 -0.151 0.066
H -1.82574 2.39556 0.58701 0.082 0.044 -0.085
H -0.70286 3.14188 -0.45685 0.017 -0.087 0.059
```
Positions in Å, forces in eV/Å.

As for the multiplicity: 1. The HOMO-LUMO gap is 9.9 eV. The energy relative to the best compared isomer or geometry (same formula, charge and spin) comes out at 8.19 kcal per mole. The calculation puts the LUMO energy at 1.089 eV. As for the HOMO energy: -8.8 eV. The value obtained for the molar mass is 96.13 g/mol. As for the SMILES: C[C@H]1C=CC(N)=N1.

***

Entry 3:
DFT (ωB97M-V with the def2-TZVPD basis set) results for a cluster of 2 separate species, C25H24F2N3 in total in a non-equilibrium geometry.

Structure (XYZ):
```
54
Properties=species:S:1:pos:R:3:forces:R:3
F -3.42037 4.41844 1.68060 -0.001 -1.506 0.077
C -3.51794 3.04875 1.78460 0.094 0.855 -0.255
C -4.79216 2.48186 1.80577 0.498 -0.378 0.189
C -4.88156 1.09265 1.99305 0.059 0.121 -0.193
C -3.73740 0.31616 2.09744 0.374 -0.127 -0.047
C -2.43551 0.87908 1.94875 -0.982 0.512 -0.120
C -1.29228 0.01789 1.95024 0.754 -0.073 -0.589
C 0.00903 0.38301 1.59216 -0.685 -0.478 0.139
C 0.37137 1.30314 0.61751 -0.203 1.007 0.366
C 1.51594 2.16600 0.72627 1.155 0.196 0.125
C 2.40390 2.03331 1.83276 0.035 0.070 -0.498
C 3.55195 2.80721 1.87329 0.384 -0.197 0.896
F 4.39488 2.66531 2.95202 -0.853 0.115 -1.216
C 3.89403 3.71513 0.87122 -0.536 -0.345 -0.347
C 2.98545 3.90613 -0.18520 0.066 0.012 0.327
C 1.80397 3.17593 -0.23666 -0.327 -0.553 0.015
C -2.34936 2.29695 1.83249 -0.027 -0.293 -0.356
H -5.68408 3.09940 1.70265 0.318 -0.093 0.100
H -5.86455 0.62109 2.02307 0.318 0.141 0.084
H -3.81780 -0.75952 2.26450 -0.047 0.296 -0.112
H -1.44054 -1.01423 2.28537 0.016 0.473 0.380
H 0.82290 -0.13719 2.10845 -0.315 0.018 -0.176
H -0.22757 1.37518 -0.29841 -0.163 0.282 0.497
H 2.20435 1.29244 2.60521 0.249 0.326 -0.080
H 4.85235 4.22503 0.89180 -0.205 0.009 0.141
H 3.21205 4.63363 -0.96954 -0.102 -0.270 0.342
H 1.06785 3.35970 -1.02273 0.376 -0.107 0.168
H -1.37880 2.78189 1.74072 -0.293 0.040 0.247
C -0.86517 1.34307 -3.91900 -0.007 -0.133 0.218
C 0.23214 1.53652 -3.06438 -0.084 -0.359 -0.132
C 0.82764 0.43639 -2.43516 -0.347 0.184 -0.244
C 0.32532 -0.84437 -2.66634 -0.029 -0.016 0.119
C 0.89145 -2.03765 -1.94715 0.276 0.267 -0.570
N 0.57944 -2.03849 -0.53617 -0.160 -1.409 0.987
C 0.85266 -3.20906 -0.01165 -0.389 1.259 -0.832
N 0.38932 -3.68712 1.18598 0.205 0.798 0.285
C 0.66379 -5.10410 1.33655 -0.546 -0.195 0.573
C 1.61723 -5.41251 0.18333 0.515 -0.396 -0.142
N 1.58932 -4.19839 -0.58677 -0.018 0.144 -0.590
C -0.72886 -1.04338 -3.55730 0.055 0.373 0.071
C -1.34701 0.04928 -4.16485 0.271 0.194 0.000
H -1.35253 2.20460 -4.37969 0.201 -0.281 0.071
H 0.64013 2.53714 -2.90875 -0.197 -0.262 -0.145
H 1.67718 0.55732 -1.75599 -0.215 0.003 -0.280
H 0.44559 -2.91330 -2.44678 0.292 -0.029 0.120
H 1.98092 -2.05803 -2.11433 -0.004 -0.036 -0.116
H -0.30863 -3.17363 1.71740 0.354 -0.498 -0.501
H 1.11996 -5.30601 2.30868 -0.095 -0.133 -0.121
H -0.26591 -5.68124 1.24272 0.215 0.003 0.112
H 2.63335 -5.61159 0.53926 -0.129 -0.100 0.031
H 1.28745 -6.26286 -0.42250 0.031 0.046 0.225
H 2.09642 -4.08208 -1.45639 -0.304 0.000 0.505
H -1.04536 -2.06814 -3.76599 -0.081 0.370 0.073
H -2.18592 -0.11676 -4.84215 0.234 0.154 0.177
```
Positions in Å, forces in eV/Å.

As for the charge: +1. As for the multiplicity: 1. The HOMO-LUMO gap is 5.0 eV. The energy relative to the best compared isomer or geometry (same formula, charge and spin) comes out at 3.29 kcal per mole. The calculation puts the LUMO energy at -5.684 eV. As for the HOMO energy: -10.7 eV. The value obtained for the molar mass is 404.48 g/mol.

***

Entry 4:
DFT (ωB97M-V with the def2-TZVPD basis set) results for a cluster of 2 separate species, C3F5O4S in total in a non-equilibrium geometry.

Structure (XYZ):
```
13
Properties=species:S:1:pos:R:3:forces:R:3
C -0.45440 -0.04580 0.36481 -0.009 0.427 -0.058
C -1.47588 -0.06276 -0.51536 -1.311 0.319 -0.380
C -2.74829 0.82305 -0.55990 0.894 0.106 -0.047
O 2.06977 -1.39453 0.92219 3.650 -0.380 -0.677
O 0.41031 0.07781 1.12635 -2.054 0.468 -0.854
O 3.92631 -0.85053 -0.64404 0.144 -0.086 -1.567
O 4.46874 -1.61432 1.56174 1.013 -0.998 1.328
F -1.63772 -0.96766 -1.56160 0.907 0.256 1.180
F -3.85637 0.23629 -0.05451 0.373 -0.145 -0.016
F -2.66203 2.02935 0.04858 0.441 -0.667 0.067
F -3.02266 1.07395 -1.85812 -0.009 -0.030 0.269
F 3.46667 0.56170 1.23293 0.106 -0.903 -0.180
S 3.51565 -1.03642 0.69886 -4.147 1.633 0.935
```
Positions in Å, forces in eV/Å.

As for the charge: -1. As for the multiplicity: 1. The HOMO-LUMO gap is 8.3 eV. The energy relative to the best compared isomer or geometry (same formula, charge and spin) comes out at 11.10 kcal per mole. The calculation puts the LUMO energy at 2.443 eV. As for the HOMO energy: -5.9 eV. The value obtained for the molar mass is 227.09 g/mol.

***

Entry 5:
DFT (ωB97M-V with the def2-TZVPD basis set) results for a structure of composition C25H40BrNOP2V in a non-equilibrium geometry.

Structure (XYZ):
```
71
Properties=species:S:1:pos:R:3:forces:R:3
C 2.57881 4.04274 -0.15174 -0.853 0.647 -0.562
C 1.55290 3.41984 -0.90442 0.659 -0.730 -0.149
C 1.74670 3.27152 -2.30529 -0.355 0.955 0.482
C 2.65723 4.15584 -2.89719 -0.232 -0.782 0.259
N 3.42999 4.95765 -2.17556 0.233 0.636 -0.422
C 3.43725 4.88875 -0.85559 -0.069 -0.507 0.326
C 0.39897 2.95957 -0.18608 -2.076 -2.747 3.269
C -0.39308 2.43426 0.68300 2.143 3.052 -2.563
C -1.59997 2.44176 1.50305 -0.185 -0.448 1.355
C -1.75228 1.30773 2.42951 -1.141 0.720 -0.295
C -3.07138 0.68307 2.47671 1.513 1.754 0.563
C -4.12803 1.48124 2.02551 -1.315 -0.564 -0.208
C -4.00476 2.82563 1.62915 0.785 -0.023 0.246
C -2.70636 3.33502 1.36136 -0.554 -0.615 -0.102
V -0.91113 -0.09464 1.22951 0.518 -0.079 0.672
P 1.31331 -0.44177 0.78411 1.209 -0.354 -0.717
H 1.19441 2.54655 -2.90185 -0.273 0.512 0.136
H 2.61343 3.98172 0.92961 -0.262 0.243 -0.053
H 2.71715 4.23569 -3.98760 0.183 -0.128 0.409
H 4.09185 5.56796 -0.30877 0.095 -0.286 -0.233
H -2.60952 4.39852 1.03714 0.172 -1.230 -0.133
H -0.76407 0.88911 2.96649 -1.834 0.670 -0.843
H -4.90034 3.46156 1.50678 0.659 -0.520 -0.003
H -3.28493 -0.29015 2.91805 0.168 0.341 0.195
C 1.84046 -2.14931 1.09555 0.022 -0.292 0.156
C 3.08735 -2.61940 0.34000 0.204 -0.427 0.183
H 0.98243 -2.81059 0.87858 0.359 0.173 0.221
H 2.00993 -2.19964 2.18615 0.001 -0.119 -0.415
H 3.24668 -3.67362 0.61738 0.162 0.361 -0.262
H 2.98591 -2.56313 -0.75463 -0.070 -0.052 0.381
H 3.97920 -2.04502 0.62973 -0.346 -0.306 -0.164
C 1.56547 -0.15423 -1.01890 0.131 -0.175 0.368
C 2.93254 0.35536 -1.41238 0.448 0.447 -0.595
H 0.76813 0.51702 -1.36366 0.152 -0.114 0.017
H 1.42289 -1.12511 -1.49657 0.013 0.387 0.114
H 2.92007 0.45910 -2.51344 0.318 0.019 0.457
H 3.14576 1.35209 -0.98704 0.074 -0.595 -0.164
H 3.72646 -0.35596 -1.13594 -0.292 0.376 -0.188
C 2.45098 0.60260 1.72326 -0.134 0.388 0.380
C 3.95241 0.29282 1.75928 0.277 0.322 0.169
H 2.07285 0.55653 2.76884 0.102 0.155 -0.510
H 2.23156 1.62690 1.35193 0.332 -0.472 0.335
H 4.38129 1.08773 2.38884 0.211 -0.371 -0.279
H 4.18886 -0.67107 2.23907 -0.238 0.408 -0.129
H 4.44142 0.31119 0.77333 -0.248 0.095 0.467
Br -5.88366 0.60780 1.99974 1.189 0.760 0.021
P -1.54246 -1.43270 -0.49348 -0.505 -0.650 -1.002
C -0.46877 -2.41536 -1.62965 -0.078 0.236 0.178
C -1.04677 -3.69787 -2.16047 -0.210 -0.515 -0.359
H 0.42425 -2.65501 -1.04076 -0.209 0.041 -0.224
H -0.15802 -1.77715 -2.46533 -0.115 0.012 0.259
H -0.27456 -4.19548 -2.75655 -0.207 -0.064 0.109
H -1.34137 -4.36481 -1.35043 0.007 -0.108 -0.112
H -1.90805 -3.53101 -2.80855 0.051 -0.061 0.063
C -2.54578 -2.65241 0.49796 0.418 0.209 -0.423
C -3.85656 -3.08873 -0.11934 -0.478 -0.267 0.152
H -2.75566 -2.21990 1.49019 0.154 0.010 -0.196
H -1.87217 -3.50697 0.67074 -0.153 0.223 -0.002
H -4.35921 -3.72777 0.60911 -0.165 0.001 -0.177
H -4.50484 -2.23531 -0.32280 -0.020 -0.024 0.037
H -3.74455 -3.65758 -1.04181 0.132 0.034 0.054
C -2.57260 -0.26509 -1.51067 0.502 -0.425 0.592
C -3.02060 -0.92934 -2.77930 -0.556 0.211 -0.616
H -1.92300 0.60342 -1.71670 -0.119 -0.269 0.052
H -3.41287 0.12297 -0.91527 0.158 -0.255 -0.018
H -3.65304 -0.22859 -3.30910 -0.205 -0.006 -0.363
H -2.19825 -1.19341 -3.43447 0.196 0.056 -0.061
H -3.59140 -1.83265 -2.59940 -0.178 -0.068 0.075
O -0.06579 -1.59882 3.73809 -0.798 0.577 0.544
H -0.46380 -1.43552 4.62138 0.216 -0.179 -0.745
H 0.80076 -1.94613 3.95162 0.308 -0.203 -0.010
```
Positions in Å, forces in eV/Å.

As for the charge: +2. As for the multiplicity: 4. The HOMO-LUMO gap (alpha / beta) is 7.1 / 7.4 eV. The energy relative to the best compared isomer or geometry (same formula, charge and spin) comes out at 0.00 kcal per mole. As for the expectation value of S²: 3.781. The calculation puts the LUMO energy (alpha / beta) at -7.044 / -7.116 eV. As for the HOMO energy (alpha / beta): -14.1 / -14.6 eV. The value obtained for the molar mass is 563.40 g/mol.

***

Entry 6:
DFT (ωB97M-V with the def2-TZVPD basis set) results for a cluster of 2 separate species, C4H9O2S in total.

Structure (XYZ):
```
16
Properties=species:S:1:pos:R:3:forces:R:3
C 1.03485 1.12580 -1.26551 -0.120 0.716 -0.058
C -0.03297 1.17729 -0.16879 0.376 -0.107 -0.014
C 0.50530 0.68163 1.17442 -0.180 -0.457 -0.277
S -0.80259 0.22757 2.35774 0.109 0.152 0.152
H 0.59277 1.30632 -2.24934 -0.114 -0.157 0.002
H 1.54851 0.16674 -1.29344 0.037 -0.006 0.086
H 1.73730 1.95782 -1.13459 0.289 -0.289 0.100
H -0.38501 2.20634 -0.05890 -0.278 -0.062 -0.070
H -0.84803 0.52260 -0.47010 -0.198 0.060 0.177
H 1.16494 1.39834 1.66640 0.008 0.040 -0.069
H 1.04372 -0.24335 0.96980 0.156 0.030 0.117
H -1.24982 -0.82686 1.59821 -0.146 0.267 -0.042
O -1.99754 -1.70609 0.18509 -0.058 -0.060 0.064
C -1.07279 -2.41560 -0.27619 0.013 -0.143 -0.112
O 0.15530 -2.26008 -0.18686 0.286 0.172 0.074
H -1.39393 -3.31847 -0.84793 -0.179 -0.156 -0.130
```
Positions in Å, forces in eV/Å.

As for the charge: -1. As for the multiplicity: 1. The HOMO-LUMO gap is 8.1 eV. The energy relative to the best compared isomer or geometry (same formula, charge and spin) comes out at 4.72 kcal per mole. The calculation puts the LUMO energy at 3.658 eV. As for the HOMO energy: -4.5 eV. The value obtained for the molar mass is 121.18 g/mol.

***

- What is the formula in the fourth record?
  C3F5O4S